1.
The following is a quantum chemistry calculation of a gas-phase ion, C5H15N2S (charge +1) at a distorted geometry, from OMol25.

ΔE to the lowest compared entry with this formula, charge and spin = 312.0 kJ/mol
net charge = +1
strongest force on any atom = 3.95 eV/A
E_LUMO = -3.67 eV
HOMO = -11.7 eV
SMILES string = C[C@@H](CS)NCC[NH3+]
total energy = -706.85778 Ha

Each line ends with the Löwdin charge.
Cartesian coordinates (Å):
C  -0.07949  1.73458  -1.55060  -0.07
C  -0.15112  1.25095  -0.08730  -0.49
C  -1.31536  1.94812  0.54233  -0.61
S  -0.77875  3.12792  1.76809  0.73
N  -0.32048  -0.27954  0.06584  -0.05
C  1.14774  -0.98779  -0.21936  -0.14
C  0.99502  -2.55757  -0.02791  -0.15
N  0.12255  -2.87591  1.15417  0.17
H  0.74318  2.53796  -1.69479  0.11
H  -0.85085  2.37417  -2.06987  0.09
H  0.13019  0.78979  -2.13464  0.07
H  0.79348  1.48184  0.35385  0.09
H  -2.14211  2.40053  -0.14204  0.11
H  -2.10846  1.26608  1.02914  0.09
H  -0.72723  4.26947  1.03735  -0.12
H  -0.87001  -0.68739  -0.77600  0.13
H  1.53097  -0.74744  -1.28728  0.13
H  1.72821  -0.43516  0.57540  0.12
H  1.96591  -3.19438  -0.04874  0.16
H  0.49281  -2.88524  -1.00488  0.14
H  -0.48861  -3.68980  1.10892  0.18
H  -0.50258  -2.16276  1.34086  0.09
H  0.68499  -2.67844  2.06748  0.23

---

2.
The following is a quantum chemistry calculation of a single C20H21N3O4S molecule, from OMol25.

ΔE to the lowest compared entry with this formula, charge and spin = 39.1 kJ/mol
net charge = 0
strongest force on any atom = 0.75 eV/A
E_LUMO = 0.44 eV
HOMO = -8.0 eV
SMILES string = COc1ccc(-n2c(=O)c3c4c(sc3n(CC(N)=O)c2=O)CCCCC4)cc1
total energy = -1638.22274 Ha

Each line ends with the Löwdin charge.
Cartesian coordinates (Å):
C  6.55035  -2.87710  -2.35586  -0.09
O  5.53895  -2.18162  -3.04395  -0.08
C  4.36994  -1.92474  -2.39743  -0.27
C  4.08340  -2.30149  -1.08961  -0.01
C  2.85749  -1.98483  -0.53106  0.01
C  1.90975  -1.30307  -1.27206  -0.21
N  0.64058  -0.97787  -0.68778  0.13
C  0.37000  0.38818  -0.49405  -0.34
O  1.18364  1.22336  -0.82509  0.10
C  -0.91758  0.63492  0.11710  -0.09
C  -1.51270  1.89622  0.45698  -0.19
C  -2.72933  1.74855  1.03984  -0.45
S  -3.18828  0.06215  1.19725  1.15
C  -1.71161  -0.43330  0.46566  -0.43
N  -1.37964  -1.73047  0.22231  0.00
C  -2.18493  -2.80596  0.74245  -0.07
C  -1.99929  -2.91667  2.26322  -0.54
N  -2.70597  -3.92416  2.81643  0.17
O  -1.29825  -2.16558  2.89398  0.08
C  -0.15295  -2.04674  -0.34366  -0.41
O  0.15789  -3.19980  -0.54824  0.10
C  -3.69600  2.78526  1.50974  -0.21
C  -3.63243  4.04684  0.64660  -0.20
C  -2.47857  4.97480  1.02767  -0.21
C  -1.15258  4.25212  1.26986  -0.19
C  -0.82600  3.20343  0.20752  -0.12
C  2.18645  -0.92309  -2.57791  0.00
C  3.40889  -1.22893  -3.13364  0.01
H  7.37676  -2.96645  -3.05933  0.09
H  6.21956  -3.87731  -2.05816  0.10
H  6.88690  -2.32648  -1.47159  0.10
H  4.80361  -2.83735  -0.49233  0.10
H  2.63625  -2.27661  0.48399  0.13
H  -1.83930  -3.72642  0.26286  0.13
H  -3.23826  -2.62677  0.50695  0.12
H  -2.61706  -4.09018  3.80527  0.12
H  -3.23927  -4.57159  2.26506  0.10
H  -3.50223  3.04261  2.55582  0.12
H  -4.70140  2.35932  1.46469  0.10
H  -4.56979  4.59775  0.74837  0.11
H  -3.54179  3.74770  -0.39887  0.12
H  -2.34912  5.70725  0.22757  0.11
H  -2.74256  5.52461  1.93437  0.11
H  -1.16442  3.76602  2.24693  0.12
H  -0.35576  4.99818  1.28966  0.11
H  0.24726  3.01159  0.19076  0.11
H  -1.09522  3.57852  -0.78394  0.13
H  1.44743  -0.38359  -3.14929  0.12
H  3.64719  -0.94121  -4.14505  0.12

---

3.
The following is a quantum chemistry calculation of 2 unconnected molecules or ions with the total composition C3H7NO3 at a distorted geometry, from OMol25.

ΔE to the lowest compared entry with this formula, charge and spin = 99.0 kJ/mol
net charge = 0
strongest force on any atom = 2.65 eV/A
E_LUMO = 0.66 eV
HOMO = -10.2 eV
SMILES string = CC(=O)NC=O.O
total energy = -398.99994 Ha

Each line ends with the Löwdin charge.
Cartesian coordinates (Å):
C  -1.36530  -0.36976  -1.66716  -0.02
C  -0.87316  -0.49994  -0.22316  -0.51
O  -1.44900  -1.24170  0.53077  0.09
N  0.29890  0.15382  0.02528  0.12
C  1.21389  0.82183  -0.79090  -0.29
O  2.16527  1.37351  -0.29256  0.05
H  -1.80070  0.53545  -2.09049  0.08
H  -2.20782  -1.05533  -1.82124  0.08
H  -0.61308  -0.79712  -2.33669  0.08
H  0.66600  0.04937  0.97845  0.11
H  1.00857  0.78646  -1.86794  0.13
O  1.02872  -0.16295  2.84116  -0.04
H  1.58865  0.52017  3.19030  0.04
H  0.33905  -0.11381  3.52420  0.07

---

4.
The following is a quantum chemistry calculation of a single C5H7N molecule at a distorted geometry, from OMol25.

ΔE to the lowest compared entry with this formula, charge and spin = 343.6 kJ/mol
net charge = 0
strongest force on any atom = 4.23 eV/A
E_LUMO = 0.91 eV
HOMO = -9.1 eV
SMILES string = C=CC#CCN
total energy = -249.34238 Ha

Each line ends with the Löwdin charge.
Cartesian coordinates (Å):
C  -2.86093  0.64249  0.30507  0.00
C  -2.21484  -0.45020  -0.19917  -0.19
C  -0.74963  -0.56170  -0.08895  -0.07
C  0.40873  -0.71615  0.19501  -0.02
C  1.92492  -0.57565  0.31965  -0.28
N  2.39933  0.83581  -0.05194  -0.08
H  -3.99201  0.75138  0.16996  0.08
H  -2.21355  1.41243  0.69158  0.05
H  -2.72079  -1.22124  -0.83814  0.10
H  2.37832  -0.80912  1.33940  0.12
H  2.30431  -1.27338  -0.40498  0.08
H  3.45367  0.68606  -0.56548  0.13
H  1.88249  1.27926  -0.87202  0.07

---

5.
The following is a quantum chemistry calculation of 2 unconnected molecules or ions with the total composition C12H15F2NO4 at a distorted geometry, from OMol25.

net charge = 0
strongest force on any atom = 3.09 eV/A
E_LUMO = 0.77 eV
HOMO = -9.0 eV
SMILES string = CCOC(=O)C(F)(F)C(=O)OCC.c1ccncc1
total energy = -1021.67251 Ha

Each line ends with the Löwdin charge.
Cartesian coordinates (Å):
C  -4.38475  -1.91193  1.40436  -0.07
C  -3.45651  -1.41674  2.47931  -0.21
O  -2.18671  -1.29821  1.79867  0.01
C  -1.20733  -0.79671  2.56647  -0.37
O  -1.37613  -0.34265  3.67506  0.15
C  0.10194  -0.83366  1.73646  -0.25
F  -0.02339  -1.76510  0.68422  0.08
F  0.15419  0.35428  1.04550  0.10
C  1.48049  -1.03324  2.42561  -0.37
O  1.79381  -0.75512  3.55650  0.16
O  2.31396  -1.53634  1.50666  0.01
C  3.63852  -1.82475  2.01559  -0.20
C  4.34892  -2.40117  0.81975  -0.07
H  -5.35794  -2.11023  1.84568  0.08
H  -4.52837  -1.18976  0.59072  0.09
H  -4.01163  -2.83041  0.94132  0.08
H  -3.79231  -0.46503  2.90717  0.13
H  -3.33556  -2.12461  3.30538  0.13
H  4.14276  -0.92908  2.40046  0.13
H  3.54674  -2.53430  2.84431  0.13
H  5.34398  -2.71964  1.12131  0.08
H  3.80912  -3.26117  0.41220  0.08
H  4.45488  -1.68558  -0.00475  0.08
C  0.44390  5.57938  1.14504  -0.08
C  -0.68260  4.96979  1.76035  -0.06
C  -0.64363  3.56272  1.97220  -0.13
N  0.47796  2.90144  1.75230  0.02
C  1.40755  3.35194  0.98900  -0.18
C  1.51689  4.73824  0.71679  -0.06
H  0.49814  6.67140  1.00588  0.10
H  -1.57280  5.51503  2.11315  0.10
H  -1.43360  2.95617  2.36827  0.10
H  2.12159  2.59457  0.66292  0.11
H  2.42776  5.11133  0.21833  0.10

---

6.
The following is a quantum chemistry calculation of a single C15H24Cl2NO2P molecule at a distorted geometry, from OMol25.

ΔE to the lowest compared entry with this formula, charge and spin = 1260.4 kJ/mol
net charge = 0
strongest force on any atom = 6.52 eV/A
E_LUMO = 0.18 eV
HOMO = -8.2 eV
SMILES string = CNCP(C)(COC)(COc1ccccc1)/C(Cl)=C(/C)Cl
total energy = -2052.32685 Ha

Each line ends with the Löwdin charge.
Cartesian coordinates (Å):
C  2.32118  -1.37303  2.99388  -0.16
N  1.39126  -0.19767  2.79861  -0.18
C  1.61685  0.53280  1.49706  -0.33
P  0.92782  -0.31367  -0.06355  0.79
C  0.98085  -2.26194  -0.10576  -0.26
C  0.03229  0.51446  -1.53274  -0.29
O  0.66741  0.23282  -2.86328  -0.30
C  0.00361  -0.96162  -3.46349  -0.12
C  -0.82987  -0.52349  0.75278  -0.35
O  -1.30495  0.86352  1.05863  -0.24
C  -2.78636  0.93356  0.91906  -0.15
C  -3.36566  1.52279  -0.52298  -0.01
C  -4.98480  1.64610  -0.80434  -0.07
C  -6.03090  1.18005  0.38062  -0.08
C  -5.44931  0.57825  1.81747  -0.06
C  -3.81805  0.42506  2.12139  0.01
C  2.65062  -0.20973  -0.94922  -0.62
Cl  3.63529  -1.73515  -1.47209  0.51
C  3.33267  1.10078  -1.28515  -0.62
C  4.84302  1.12734  -2.00291  -0.16
Cl  2.57131  2.75146  -0.93696  0.55
H  2.48403  -1.47580  4.17214  0.10
H  3.38194  -1.25782  2.51417  0.09
H  1.74212  -2.34783  2.67621  0.08
H  1.46574  0.49804  3.57274  0.11
H  1.14514  1.62930  1.52377  0.11
H  2.79337  0.72237  1.42458  0.10
H  1.87426  -2.69957  0.53001  0.04
H  0.96967  -2.67437  -1.22620  0.05
H  -0.00322  -2.72781  0.38456  0.07
H  -1.10062  0.17958  -1.67168  0.10
H  -0.02227  1.70035  -1.40578  0.11
H  -0.39013  -1.72335  -2.65289  0.09
H  -0.88247  -0.61069  -4.17200  0.11
H  0.75644  -1.57288  -4.15650  0.11
H  -1.58744  -1.09240  0.02582  0.12
H  -0.79097  -1.20269  1.72607  0.10
H  -2.60608  1.85830  -1.36680  0.08
H  -5.32567  2.09845  -1.82934  0.08
H  -7.19258  1.30828  0.16085  0.08
H  -6.24521  0.27009  2.61974  0.07
H  -3.43444  -0.02704  3.14137  0.10
H  4.79437  1.08178  -3.17103  0.09
H  5.58154  0.34406  -1.51656  0.07
H  5.30212  2.19514  -1.73637  0.07